Entry 1:
111
Properties=species:S:1:pos:R:3 method="wB97M-V/def2-TZVPD" charge=+1 lumo_energy_ev=-3.717 homo_energy_ev=-11.119 orbital_gap_ha=0.27201 energy_ev=-272545.04378 largest_force_ev_per_a=0.3
Rh 1.78 -0.88 -2.59
O 5.26 -1.66 -4.25
S 4.22 -1.75 -3.29
O 3.71 -0.39 -2.82
O 2.98 -2.47 -3.66
C 4.81 -2.56 -1.85
C 6.06 -3.15 -1.90
C 6.52 -3.87 -0.80
C 5.72 -3.99 0.33
C 4.47 -3.38 0.37
C 4.00 -2.65 -0.72
P 2.39 -1.81 -0.56
C 1.20 -3.12 -0.19
C 1.23 -4.26 -1.00
C 0.27 -5.24 -0.84
C -0.74 -5.08 0.11
C -0.78 -3.95 0.90
C 0.19 -2.96 0.76
C 2.61 -0.74 0.87
C 2.52 -1.21 2.18
C 2.77 -0.34 3.24
C 3.10 0.98 2.99
C 3.20 1.45 1.69
C 2.96 0.59 0.63
H 6.66 -3.05 -2.79
H 7.49 -4.33 -0.83
H 6.07 -4.55 1.18
H 3.87 -3.48 1.26
H 2.01 -4.37 -1.74
H 0.30 -6.12 -1.46
H -1.49 -5.85 0.23
H -1.55 -3.83 1.65
H 0.15 -2.08 1.38
H 2.25 -2.23 2.39
H 2.69 -0.71 4.26
H 3.29 1.65 3.82
H 3.47 2.48 1.50
H 3.05 0.94 -0.39
C -1.80 1.78 -1.47
C -1.78 0.44 -1.85
C -0.55 -0.17 -2.07
C 0.63 0.55 -1.91
C 0.62 1.86 -1.49
C -0.61 2.48 -1.28
H -2.75 2.27 -1.30
H -2.70 -0.11 -1.98
H -0.53 -1.22 -2.41
H 1.54 2.42 -1.37
H -0.64 3.51 -0.97
C -4.09 0.60 1.33
C -3.77 0.23 2.78
C -4.93 0.71 3.67
C -3.75 -1.31 2.82
Si -2.10 0.96 3.38
Br -0.65 0.52 1.68
C -2.10 2.87 3.53
C -2.74 3.30 4.86
C -2.89 3.50 2.38
C -0.68 3.46 3.45
C -1.36 0.04 4.90
C -2.40 -0.07 6.03
C -0.14 0.79 5.44
C -0.87 -1.37 4.54
H -5.06 0.17 1.05
H -3.34 0.20 0.64
H -4.15 1.68 1.17
H -5.85 0.21 3.37
H -5.09 1.79 3.58
H -4.77 0.49 4.73
H -4.68 -1.69 2.40
H -3.67 -1.71 3.83
H -2.92 -1.71 2.23
H -3.76 2.92 4.98
H -2.81 4.40 4.88
H -2.16 3.00 5.73
H -3.95 3.27 2.42
H -2.50 3.19 1.40
H -2.80 4.59 2.44
H -0.02 3.10 4.24
H -0.76 4.55 3.56
H -0.21 3.25 2.49
H -2.79 0.90 6.33
H -1.92 -0.51 6.91
H -3.24 -0.71 5.76
H -0.39 1.76 5.86
H 0.62 0.94 4.67
H 0.32 0.20 6.24
H -1.65 -2.02 4.16
H -0.47 -1.84 5.45
H -0.06 -1.34 3.81
C -0.39 0.94 -8.18
Ge -0.05 2.26 -6.79
C -1.52 3.53 -6.64
C 1.66 3.15 -7.09
C 0.08 1.37 -5.02
Se 1.40 -0.05 -4.97
C 0.27 -1.51 -5.60
H -0.56 1.45 -9.13
H -1.28 0.34 -7.97
H 0.46 0.27 -8.31
H -1.65 4.07 -7.58
H -1.33 4.25 -5.85
H -2.46 3.01 -6.42
H 1.64 3.70 -8.02
H 2.47 2.43 -7.14
H 1.87 3.86 -6.28
H -0.87 0.97 -4.66
H 0.42 2.10 -4.28
H 0.05 -1.35 -6.65
H -0.65 -1.53 -5.02
H 0.84 -2.42 -5.46

=====

Entry 2:
114
Properties=species:S:1:pos:R:3 method="wB97M-V/def2-TZVPD" charge=-1 lumo_energy_ev="2.320 / 2.320" homo_energy_ev="-3.075 / -4.287" orbital_gap_ha="0.19828 / 0.24281" multiplicity=4 energy_ev=-191493.80755 largest_force_ev_per_a=1.5
V -0.53 0.76 -0.45
C -2.87 -2.77 -1.06
C -2.50 -1.43 -0.47
O -1.42 -0.90 -0.94
C -3.29 -0.88 0.51
C -2.94 0.24 1.33
C -3.89 0.60 2.44
N -1.82 0.87 1.16
N -1.37 1.66 2.24
C -0.19 2.12 1.96
O 0.41 1.96 0.82
C 0.56 2.77 3.06
C 1.94 2.63 3.13
C 2.65 3.19 4.18
C 1.99 3.91 5.17
C 0.61 4.07 5.09
C -0.10 3.50 4.04
H -1.98 -3.27 -1.46
H -3.58 -2.66 -1.88
H -3.33 -3.42 -0.31
H -4.20 -1.40 0.77
H -4.31 -0.30 2.90
H -4.72 1.17 2.02
H -3.40 1.20 3.20
H 2.44 2.07 2.35
H 3.73 3.06 4.23
H 2.54 4.35 5.99
H 0.09 4.64 5.85
H -1.18 3.60 3.98
C -2.79 5.07 -2.41
Si -1.85 3.80 -1.35
C -2.79 3.95 0.26
C -0.19 4.62 -1.02
C -1.69 2.12 -2.12
Si -3.26 1.47 -2.82
C -3.21 -0.28 -3.55
C -4.76 1.48 -1.68
C -3.89 2.45 -4.32
Si -0.44 2.19 -3.44
C -0.37 3.73 -4.54
C -0.43 0.82 -4.74
C 1.27 2.07 -2.63
C 2.38 2.82 -3.02
C 3.56 2.75 -2.30
C 3.60 1.92 -1.19
C 2.47 1.19 -0.87
N 1.33 1.24 -1.57
H -2.60 6.07 -2.00
H -3.87 4.89 -2.37
H -2.49 5.08 -3.46
H -2.95 5.02 0.44
H -2.25 3.54 1.12
H -3.77 3.47 0.25
H -0.35 5.54 -0.46
H 0.34 4.88 -1.94
H 0.47 3.97 -0.44
H -2.43 -0.90 -3.11
H -3.07 -0.24 -4.63
H -4.17 -0.77 -3.36
H -4.87 0.53 -1.16
H -5.66 1.65 -2.28
H -4.73 2.26 -0.92
H -3.15 2.49 -5.13
H -4.16 3.48 -4.08
H -4.78 1.95 -4.72
H -1.33 3.87 -5.03
H 0.38 3.58 -5.33
H -0.13 4.65 -4.01
H -1.21 0.99 -5.48
H -0.57 -0.18 -4.34
H 0.54 0.86 -5.25
H 2.30 3.47 -3.89
H 4.42 3.35 -2.58
H 4.48 1.84 -0.57
H 2.47 0.53 -0.01
C 4.69 -2.72 1.85
P 2.93 -2.15 1.89
C 2.63 -2.43 3.68
C 2.14 -3.65 1.12
C 2.09 -4.85 1.82
C 1.52 -5.99 1.27
C 1.01 -5.94 -0.01
C 1.06 -4.75 -0.72
C 1.61 -3.59 -0.18
P 1.57 -1.97 -1.07
C 0.84 -2.39 -2.69
C 3.34 -1.93 -1.62
H 4.79 -3.75 2.21
H 5.27 -2.06 2.50
H 5.11 -2.67 0.84
H 1.57 -2.57 3.87
H 2.93 -1.52 4.20
H 3.20 -3.27 4.08
H 2.50 -4.90 2.82
H 1.48 -6.91 1.85
H 0.56 -6.82 -0.46
H 0.64 -4.72 -1.72
H -0.23 -2.59 -2.60
H 1.35 -3.22 -3.20
H 0.95 -1.49 -3.30
H 3.66 -2.90 -2.00
H 3.99 -1.65 -0.79
H 3.45 -1.18 -2.40
Br -1.17 -0.26 5.18
C -1.62 -1.69 4.01
C -2.64 -2.55 4.38
C -2.88 -3.64 3.56
C -2.12 -3.81 2.41
C -1.16 -2.85 2.12
N -0.90 -1.81 2.92
H -3.21 -2.38 5.29
H -3.66 -4.35 3.82
H -2.27 -4.65 1.75
H -0.58 -2.92 1.22